A molecular structure, C4H10N2O3 at a distorted geometry, computed with the ωB97M-V functional and the def2-TZVPD basis.

XYZ file:
```
19
Properties=species:S:1:pos:R:3:forces:R:3
N -1.89808 -0.17881 0.85590 -0.03 -0.04 -0.10
O -1.97580 0.13503 -2.06583 0.10 0.04 0.02
H 3.23773 0.92134 1.07300 -0.15 -0.17 -0.07
H -1.49555 0.97404 -2.11019 -0.04 -0.06 0.02
H 0.30224 -1.11870 1.59061 -0.28 -0.30 -0.22
H -1.67849 -1.71404 -1.29988 0.00 0.02 0.00
O -0.06632 0.97141 -0.07856 1.21 -0.51 -0.09
C -1.12704 -0.77647 -1.40157 0.00 0.10 0.27
H -2.76028 -0.11665 0.32717 0.08 0.05 0.00
H 2.05917 2.19657 0.81837 -0.28 -0.13 -0.21
H 0.42349 -2.02080 0.17142 0.25 -0.05 0.09
O 2.00089 -0.04270 -1.03560 -0.28 0.27 0.63
H 1.74934 0.96511 2.03894 -0.09 0.05 0.09
C 1.49148 0.31026 -0.00575 -0.77 1.07 -1.87
C -0.76155 -0.22161 -0.01318 0.83 -0.70 0.47
C 2.16697 1.13771 1.05156 0.23 -0.52 0.58
N 0.36602 -1.09293 0.57482 -0.76 0.84 0.39
H -1.83228 0.62595 1.46744 0.00 0.01 -0.06
H -0.20194 -0.95472 -1.95866 -0.02 0.03 0.05
```
Positions in Å, forces in eV/Å.

The relative energy (zero: lowest compared OMol25 entry of this formula, charge and spin) is 2.046 eV. Its frontier orbital gap is 10.23 eV.

The computed Löwdin charges, all in e, follow: number 1, N, carries 0.1173; number 2, O, carries -0.0430; number 3, H, carries 0.0892; number 4, H, carries 0.0969; number 5, H, carries 0.1233; number 6, H, carries 0.1284; number 7, O, carries -0.0691; number 8, C, carries -0.1878; number 9, H, carries 0.0840; number 10, H, carries 0.0943; number 11, H, carries 0.1267; number 12, O, carries 0.0614; number 13, H, carries 0.0767; number 14, C, carries -0.4613; number 15, C, carries -0.6178; number 16, C, carries 0.0009; number 17, N, carries 0.1691; number 18, H, carries 0.0891; number 19, H, carries 0.1215